Record 1
DFT (the ωB97M-V functional and the def2-TZVPD basis) results for the molecule C3H6O4S.

Kohn-Sham gap, eV: 12.120
Calculated total energy, Ha: -816.99054

```
! RIJCOSX wB97M-V def2-TZVPD def2/J DEFGRID3
* xyz 0 1
C 1.43 -0.06 -0.93
C -0.35 -0.22 0.82
C -0.08 0.24 -0.61
O 4.36 0.81 -1.30
O 2.96 2.68 -1.09
O 1.90 0.60 -2.10
O 2.21 0.58 0.04
S 3.04 1.29 -1.15
H 1.68 -1.18 -1.08
H -0.28 -1.32 1.08
H -1.28 0.01 1.16
H 0.47 0.31 1.38
H -0.39 1.19 -0.76
H -0.80 -0.31 -1.19
*
```

Record 2
DFT (the ωB97M-V functional and the def2-TZVPD basis) results for the molecule C5H6N2O.

Kohn-Sham gap, eV: 10.459
Calculated total energy, Ha: -378.75714

```
! RIJCOSX wB97M-V def2-TZVPD def2/J DEFGRID3
* xyz 0 1
N 2.31 1.56 -0.45
C 1.16 1.54 0.01
C -0.18 1.22 0.67
C -1.06 0.50 -0.35
C -0.50 -0.90 0.11
C 0.47 -1.56 -0.76
O 1.65 -1.89 -0.48
N -0.11 -0.19 1.32
H -0.44 2.17 1.25
H -2.14 0.49 -0.16
H -0.96 0.95 -1.43
H -1.23 -1.70 0.48
H 0.19 -1.88 -1.89
H 0.83 -0.30 1.68
*
```

Record 3
DFT (the ωB97M-V functional and the def2-TZVPD basis) results for a structure of composition C12H17N9O3Pt.

Kohn-Sham gap, eV: 8.892
Calculated total energy, Ha: -1304.79653

```
! RIJCOSX wB97M-V def2-TZVPD def2/J DEFGRID3
* xyz 2 1
Pt 0.29 -0.31 -0.89
C -3.74 -1.71 -0.98
C -3.80 -2.49 0.16
C -2.67 -2.63 0.95
C -1.51 -1.98 0.57
N -1.46 -1.21 -0.53
C -2.55 -1.09 -1.30
C -0.22 -2.09 1.29
C -0.02 -2.85 2.42
C 1.24 -2.92 2.99
C 2.28 -2.23 2.39
C 2.02 -1.48 1.26
N 0.80 -1.40 0.72
H -4.60 -1.59 -1.63
H -4.72 -2.99 0.44
H -2.69 -3.24 1.83
H -2.45 -0.49 -2.19
H -0.85 -3.39 2.87
H 1.41 -3.51 3.87
H 3.28 -2.26 2.79
H 2.80 -0.92 0.77
N 2.14 0.60 -1.39
N 3.00 1.15 -0.40
C 2.43 2.06 0.50
N 3.28 2.57 1.38
N 1.15 2.24 0.33
N 0.45 2.96 1.29
O -0.76 2.92 1.14
O 1.01 3.58 2.17
H 2.70 -0.08 -1.90
H 1.85 1.32 -2.06
H 3.90 1.43 -0.77
H 4.23 2.25 1.44
H 2.93 3.25 2.04
N -1.50 2.07 -3.85
C -1.11 1.70 -2.63
N -1.60 2.31 -1.56
O -0.29 0.72 -2.56
H -2.07 2.88 -4.02
H -1.15 1.56 -4.65
H -2.24 3.09 -1.66
H -1.18 2.20 -0.64
*
```

Record 4
DFT (the ωB97M-V functional and the def2-TZVPD basis) results for a structure of composition C31H27O3PS2Sc.

Kohn-Sham gap, eV: 4.826
Calculated total energy, Ha: -3321.87773

```
! RIJCOSX wB97M-V def2-TZVPD def2/J DEFGRID3
* xyz -1 1
Sc 1.72 0.48 -0.31
C 3.97 4.28 -0.59
C 3.63 2.87 -0.16
C 4.14 2.57 1.24
O 2.18 2.67 -0.23
C 4.19 1.83 -1.14
O 5.20 2.07 -1.76
O 3.49 0.72 -1.21
H 3.83 4.98 0.25
H 3.34 4.59 -1.42
H 5.01 4.31 -0.92
H 3.61 3.19 1.97
H 5.20 2.81 1.28
H 4.01 1.53 1.53
H 1.73 3.29 0.36
S 2.89 -1.27 1.44
P 1.32 -0.75 2.59
S 0.57 1.04 2.09
C 0.01 -1.97 2.42
C 0.03 -3.15 3.17
C -0.96 -4.10 2.98
C -1.97 -3.88 2.04
C -1.99 -2.71 1.30
C -1.00 -1.75 1.49
C 1.75 -0.77 4.36
C 3.02 -1.14 4.78
C 3.33 -1.15 6.14
C 2.37 -0.77 7.07
C 1.10 -0.41 6.65
C 0.79 -0.40 5.30
H 0.81 -3.33 3.90
H -0.95 -5.02 3.55
H -2.74 -4.63 1.88
H -2.77 -2.53 0.57
H -1.03 -0.84 0.90
H 3.76 -1.43 4.04
H 4.32 -1.43 6.46
H 2.61 -0.77 8.12
H 0.34 -0.12 7.37
H -0.21 -0.11 4.97
C 0.08 0.06 -1.51
C -0.89 0.06 -2.31
C -1.98 0.04 -3.14
C -1.86 0.74 -4.43
C -2.65 0.45 -5.56
C -2.47 1.09 -6.78
C -1.49 2.06 -6.94
C -0.69 2.36 -5.84
C -0.87 1.72 -4.62
C -3.18 -0.65 -2.67
C -4.49 -0.32 -3.09
C -5.61 -0.96 -2.59
C -5.49 -1.97 -1.63
C -4.22 -2.30 -1.19
C -3.09 -1.66 -1.70
H -3.41 -0.33 -5.49
H -3.10 0.82 -7.62
H -1.34 2.56 -7.89
H 0.09 3.11 -5.93
H -0.23 1.98 -3.78
H -4.62 0.48 -3.80
H -6.59 -0.66 -2.93
H -6.37 -2.47 -1.24
H -4.10 -3.08 -0.45
H -2.11 -1.94 -1.35
*
```

no.,strongest force on any atom (eV/A),highest occupied orbital energy (hartree),LUMO (eV)
1,4.56,-0.4156,0.810
2,8.53,-0.3661,0.496
3,0.06,-0.5713,-6.654
4,1.16,-0.0972,2.180